Density functional theory data (wB97M-V/def2-TZVPD) for a single C5H9NO molecule at a distorted geometry.

As for the energy above the lowest of the compared OMol25 structures with the same formula, charge and spin: 3.643 eV. The LUMO energy comes out at 1.011 eV. Its max |F| is 4.37 eV/A.

Last columns: bonded neighbours and bond lengths (Å).
Positions of all 16 atoms, in Å:
1 C 1.59580 0.09690 -0.38104  C2 1.509, C3 1.572, H8 1.151, H9 1.139
2 C 0.31545 0.79511 -0.76825  C1 1.509, C4 1.548, H10 1.051, H11 1.133
3 C 1.16881 -1.02106 0.63824  C1 1.572, N6 1.383, H12 1.222, H13 1.062
4 C -0.80446 -0.04000 -0.10144  C2 1.548, C5 1.525, N6 1.456, O7 1.378
5 C -2.08962 0.62836 0.37606  C4 1.525, H14 1.115, H15 1.110, H16 1.100
6 N -0.20809 -1.05028 0.76028  C3 1.383, C4 1.456, O7 1.474
7 O -0.85805 -1.34887 -0.52816  C4 1.378, N6 1.474
8 H 2.05276 -0.50771 -1.24734  C1 1.151
9 H 2.35875 0.71020 0.20065  C1 1.139
10 H 0.27747 1.74978 -0.32965  C2 1.051
11 H 0.04996 0.87010 -1.86689  C2 1.133
12 H 1.50113 -2.14440 0.28870  C3 1.222
13 H 1.52445 -0.91645 1.63313  C3 1.062
14 H -2.68935 -0.24524 0.72227  C5 1.115
15 H -2.49291 1.10906 -0.53946  C5 1.110
16 H -1.70211 1.31450 1.14289  C5 1.100